# 1
DFT (the ωB97M-V functional and the def2-TZVPD basis) results for a single C3H3NO2 molecule.

Values from the calculation:
SMILES   Oc1ccon1
Orbital gap   0.398 Ha
Highest occupied orbital energy   -9.9744 eV

Element x y z (Å)
O: 2.0162 0.2198 -0.0552
C: 0.7218 -0.1196 0.0089
C: -0.3288 0.8346 0.0384
C: -1.4275 0.0491 0.0779
O: -1.0880 -1.2461 0.0810
N: 0.2919 -1.3535 0.0390
H: 2.5344 -0.5538 -0.2959
H: -0.2328 1.9078 0.0136
H: -2.4871 0.2616 0.0923

Here are the Löwdin charges for atoms 1 to 5, given in e: 0.09, -0.43, 0.02, -0.11, -0.04

***

# 2
DFT (the ωB97M-V functional and the def2-TZVPD basis) results for a single C3H3NO2 molecule.

Values from the calculation:
SMILES   Oc1cnco1
Orbital gap   0.338 Ha
Highest occupied orbital energy   -8.7027 eV

Element x y z (Å)
O: -1.9529 -0.6090 0.4810
C: -0.5637 -0.2273 0.3284
C: 0.1922 -0.3063 -0.8275
N: 1.2867 0.3916 -0.6314
C: 1.1535 1.0515 0.4311
O: -0.0771 0.5326 1.1075
H: -1.9879 -1.5001 -0.2027
H: 0.0499 -0.9913 -1.7461
H: 1.8993 1.6583 1.0596

Here are the Löwdin charges for atoms 1 to 5, given in e: 0.00, -0.49, -0.13, 0.06, -0.09

***

# 3
DFT (the ωB97M-V functional and the def2-TZVPD basis) results for a single C3H3NO2 molecule.

Values from the calculation:
Orbital gap (spin up / spin down)   0.271 / 0.271 Ha
Highest occupied orbital energy (spin up / spin down)   -9.1253 / -9.1259 eV

Element x y z (Å)
O: 1.0621 -1.2448 -0.4651
C: 0.0771 -0.4620 -0.1372
C: 0.2755 0.9190 0.2311
O: 1.4257 1.4487 0.2577
C: -1.2420 -1.0110 -0.1483
N: -2.3386 -1.3834 -0.1386
H: 1.8976 -0.7274 -0.3874
H: -0.5167 1.0548 1.0618
H: -0.6407 1.4059 -0.2741

Here are the Löwdin charges for atoms 1 to 5, given in e: 0.19, -0.24, -0.48, -0.09, -0.13

***

# 4
DFT (the ωB97M-V functional and the def2-TZVPD basis) results for a single C3H3NO2 molecule.

Values from the calculation:
SMILES   C#CC(=O)NO
Orbital gap   0.412 Ha
Highest occupied orbital energy   -10.5477 eV

Element x y z (Å)
C: 2.0754 0.5995 0.0932
C: 0.8821 0.6567 0.2294
C: -0.7130 0.7585 0.3626
O: -1.3762 1.4950 1.1097
N: -1.0613 -0.4434 -0.2043
O: -0.4336 -1.3812 -1.0144
H: 3.0243 0.8899 -0.0325
H: -2.1907 -0.5940 -0.2298
H: -0.2070 -1.9810 -0.3140

Here are the Löwdin charges for atoms 1 to 5, given in e: 0.12, 0.00, -0.43, 0.05, -0.07

***

# 5
DFT (the ωB97M-V functional and the def2-TZVPD basis) results for 2 unconnected molecules or ions with the total composition C3H3NO2.

Values from the calculation:
SMILES   O=C=NO.C#C
Orbital gap   0.399 Ha
Highest occupied orbital energy   -10.2900 eV

Element x y z (Å)
O: -1.5061 -1.7231 1.7014
C: -1.5027 -1.1724 0.6900
N: -1.2613 -0.6856 -0.3642
O: -1.5117 0.3832 -1.2116
H: -0.8349 1.0109 -0.9177
C: 1.6559 0.6264 0.6088
C: 1.6418 0.4658 -0.5624
H: 1.4916 0.7777 1.6295
H: 1.8274 0.3173 -1.5738

Here are the Löwdin charges for atoms 1 to 5, given in e: 0.16, -0.35, 0.04, 0.01, 0.08

***

# 6
DFT (the ωB97M-V functional and the def2-TZVPD basis) results for 2 unconnected molecules or ions with the total composition C3H3NO2.

Values from the calculation:
SMILES   O=C=O.CC#N
Orbital gap   0.419 Ha
Highest occupied orbital energy   -10.9455 eV

Element x y z (Å)
O: 4.7053 0.3061 -0.0889
C: 3.5600 0.4777 -0.0738
O: 2.4351 0.4468 0.0738
C: -0.1687 -0.4261 -0.4722
C: 0.9080 -1.1871 -0.0833
N: 1.5444 -2.0574 0.3574
H: 0.0522 0.2023 -1.3036
H: -0.3742 0.1592 0.3987
H: -0.8248 -1.1007 -0.9432

Here are the Löwdin charges for atoms 1 to 5, given in e: 0.22, -0.40, 0.18, -0.07, -0.37

***

# 7
DFT (the ωB97M-V functional and the def2-TZVPD basis) results for 2 unconnected molecules or ions with the total composition C3H3NO2.

Values from the calculation:
Orbital gap   0.399 Ha
Highest occupied orbital energy   -10.1715 eV

Element x y z (Å)
O: -1.7552 2.5803 0.6695
C: -1.8243 1.4592 0.5047
C: -0.4326 -1.1785 -0.3875
N: 0.5513 -0.5587 -0.8659
C: 1.4744 0.0645 -0.0433
O: 1.2786 1.1104 0.5245
H: -0.5850 -1.3017 0.6819
H: -1.1245 -1.6666 -1.0684
H: 2.4173 -0.5089 -0.0154

Here are the Löwdin charges for atoms 1 to 5, given in e: 0.04, 0.01, -0.05, 0.04, -0.36

***

# 8
DFT (the ωB97M-V functional and the def2-TZVPD basis) results for a single C3H3NO2 molecule.

Values from the calculation:
SMILES   N#C[C@@H](O)C=O
Orbital gap   0.370 Ha
Highest occupied orbital energy   -10.1564 eV

Element x y z (Å)
N: -1.7506 0.8043 1.4542
C: -0.8864 0.1776 0.9934
C: 0.2516 -0.1313 0.1897
O: 1.0837 -1.2276 0.1867
C: 0.0668 0.3668 -1.2702
O: -0.6817 1.2601 -1.5540
H: 0.5201 0.6023 1.2383
H: 0.8777 -1.8354 0.9013
H: 0.6358 -0.1956 -2.0501

Here are the Löwdin charges for atoms 1 to 5, given in e: 0.17, -0.27, -0.33, 0.01, -0.17

***

# 9
DFT (the ωB97M-V functional and the def2-TZVPD basis) results for a single C3H3NO2 molecule.

Values from the calculation:
Orbital gap   0.355 Ha
Highest occupied orbital energy   -9.1680 eV

Element x y z (Å)
O: 1.7760 0.2934 -0.3179
C: 0.5546 -0.1729 -0.0633
N: 0.2910 -1.4071 0.1223
O: -1.1648 -1.3960 0.4465
C: -1.7195 -0.2302 0.4745
C: -0.6415 0.7184 0.0236
H: 2.3928 -0.4565 -0.3013
H: -0.9666 1.0125 -0.9853
H: -0.5220 1.6384 0.6010

Here are the Löwdin charges for atoms 1 to 5, given in e: 0.11, -0.44, 0.16, -0.08, -0.04

***

# 10
DFT (the ωB97M-V functional and the def2-TZVPD basis) results for a single C3H3NO2 molecule.

Values from the calculation:
SMILES   CC1(C#N)OO1
Orbital gap   0.433 Ha
Highest occupied orbital energy   -11.0444 eV

Element x y z (Å)
C: 0.1418 -0.0044 0.0293
C: 0.7834 1.2350 0.5028
C: -0.0759 2.4456 0.6684
N: -0.6520 3.4436 0.6800
O: 1.8097 1.1457 1.4555
O: 2.0723 1.4957 0.1115
H: 0.8054 -0.7468 0.2952
H: 0.0366 -0.1134 -1.1306
H: -0.7395 -0.0975 0.4959

Here are the Löwdin charges for atoms 1 to 5, given in e: 0.03, -0.55, -0.08, 0.18, 0.07

***

# 11
DFT (the ωB97M-V functional and the def2-TZVPD basis) results for a single C3H3NO2 molecule.

Values from the calculation:
Orbital gap (spin up / spin down)   0.280 / 0.311 Ha
Highest occupied orbital energy (spin up / spin down)   -9.2865 / -8.9245 eV

Element x y z (Å)
O: -0.6584 1.4659 0.4832
C: -0.2000 0.2824 0.0389
C: -0.9829 -0.9040 0.1330
O: -0.4688 -2.0039 -0.0761
C: 1.1815 0.0220 -0.2830
N: 1.6924 -0.9999 -0.7853
H: -0.3177 2.1677 -0.0910
H: 1.8163 0.7356 0.2649
H: -2.0624 -0.7659 0.3155

Here are the Löwdin charges for atoms 1 to 5, given in e: 0.08, -0.27, -0.21, 0.04, -0.25

***

# 12
DFT (the ωB97M-V functional and the def2-TZVPD basis) results for 2 unconnected molecules or ions with the total composition C3H3NO2.

Values from the calculation:
Orbital gap   0.338 Ha
Highest occupied orbital energy   -9.3412 eV

Element x y z (Å)
O: 1.5406 -0.0656 -0.0677
C: 0.7190 0.9059 -0.3788
C: 0.9094 2.1166 -1.0712
O: -0.5133 0.9435 -0.2511
C: -1.5707 -2.0129 0.6245
N: -0.4204 -2.0197 0.6604
H: 1.0126 -0.8282 0.2610
H: 0.9643 2.9570 -0.3654
H: -2.6415 -1.9967 0.5885

Here are the Löwdin charges for atoms 1 to 5, given in e: 0.13, -0.70, 0.26, 0.06, 0.00

***

In order of appearance, maximum force = 0.0096; 0.1884; 0.0252; 0.1459; 0.0440; 0.1203; 0.0298; 0.0682; 0.0094; 0.0860; 0.0239; 0.0228 Eh/bohr.
In order of appearance, energy relative to the best compared isomer or geometry (same formula, charge and spin) = 49.10; 73.71; 100.64; 127.16; 126.24; 25.40; 43.76; 94.97; 99.83; 115.84; 105.01; 110.35 kcal per mole.